Entry 1:
The ion C4H10NS with charge +1, computed with ωB97M-V/def2-TZVPD.

```
16
C4H10NS (ωB97M-V/def2-TZVPD)
C -3.193 1.271 -1.235
C -0.716 0.842 -0.961
C 1.718 -1.156 0.850
C 0.573 -0.172 0.980
N 0.538 0.766 -0.214
S -1.945 1.793 -0.348
H -4.122 1.807 -1.169
H -3.130 0.413 -1.876
H -0.955 -0.046 -1.520
H 1.614 -1.761 -0.048
H 2.680 -0.650 0.833
H 1.713 -1.829 1.703
H 0.673 0.421 1.890
H -0.380 -0.701 1.014
H 1.274 0.456 -0.863
H 0.791 1.712 0.092
```

Output
* molecular weight: 104.20 Da
* ΔE to the lowest compared entry with this formula, charge and spin: 2.8860 eV
* highest occupied orbital energy (spin up / spin down): -12.24 / -12.30 eV
* charge: +1
* DFT total energy: -16626.0800 eV

Entry 2:
The ion C4H10NS with charge +1, computed with ωB97M-V/def2-TZVPD.

```
16
C4H10NS (ωB97M-V/def2-TZVPD)
C -1.918 -0.107 -1.699
C -1.206 0.000 -0.327
C 0.639 -0.078 1.474
C 0.274 -0.219 -0.003
N 1.099 0.607 -0.849
S -1.637 1.551 -1.115
H -1.197 -0.234 -2.552
H -2.842 -0.488 -1.959
H -1.895 -0.155 0.495
H 0.926 0.821 1.922
H 1.515 -0.693 1.599
H -0.178 -0.575 2.141
H 0.677 -1.281 -0.196
H 0.397 1.502 -1.063
H 1.361 0.093 -1.650
H 1.899 1.061 -0.406
```

Output
* SMILES: C[C@H]([NH3+])[C@@H]1CS1
* molecular weight: 104.20 Da
* ΔE to the lowest compared entry with this formula, charge and spin: 1.5977 eV
* highest occupied orbital energy: -13.73 eV
* charge: +1
* DFT total energy: -16627.3683 eV

Entry 3:
The ion C4H10NS with charge +1, computed with ωB97M-V/def2-TZVPD.

```
16
C4H10NS (ωB97M-V/def2-TZVPD)
C 1.386 1.990 -0.356
C 0.372 1.129 0.390
C 0.528 -1.379 -0.028
C -1.727 -0.148 0.060
N -0.225 -0.039 -0.259
S -0.215 2.815 -0.055
H 2.292 2.460 0.291
H 1.556 1.802 -1.379
H 0.397 0.808 1.406
H 0.808 -1.648 0.949
H -0.095 -2.126 -0.548
H 1.457 -1.471 -0.555
H -1.770 -0.438 1.080
H -1.887 0.864 -0.186
H -2.327 -0.771 -0.651
H -0.315 0.120 -1.229
```

Output
* SMILES: C[NH+](C)[C@H]1CS1
* molecular weight: 104.20 Da
* ΔE to the lowest compared entry with this formula, charge and spin: 2.1009 eV
* highest occupied orbital energy: -13.66 eV
* charge: +1
* DFT total energy: -16626.8652 eV

Entry 4:
The ion C4H10NS2 with charge +1, computed with ωB97M-V/def2-TZVPD.

```
17
C4H10NS2 (ωB97M-V/def2-TZVPD)
C 0.984 0.167 -0.492
C 2.752 0.028 0.653
C -0.920 1.562 -0.226
C -1.368 -0.702 0.264
N -0.273 0.269 0.222
S 2.134 1.516 -0.062
S 4.207 -0.562 -0.214
H 1.100 -0.391 -1.484
H 2.617 -0.297 1.781
H -0.236 2.327 -0.209
H -1.368 1.360 -1.281
H -1.731 1.752 0.530
H -0.823 -1.660 0.077
H -1.843 -0.756 1.313
H -2.099 -0.495 -0.534
H -0.003 0.576 1.163
H 4.518 -1.709 0.524
```

Output
* molecular weight: 136.27 Da
* ΔE to the lowest compared entry with this formula, charge and spin: 3.3085 eV
* highest occupied orbital energy: -12.42 eV
* charge: +1
* DFT total energy: -27460.2189 eV

What is the ΔE to the lowest compared entry with this formula, charge and spin in the third record?
2.1009 eV